C33H45HgN3P | ωB97M-V with the def2-TZVPD basis set

CARTESIAN COORDINATES (ANGSTROEM)
Hg -0.553 -1.333 -0.420
C 0.373 -1.181 -4.701
C 0.270 0.323 -4.444
C 1.113 1.115 -5.446
C 0.658 0.671 -3.030
C -0.186 1.426 -2.235
C 0.110 1.750 -0.909
C -0.831 2.776 -0.282
C -0.255 4.189 -0.420
C -1.290 2.505 1.142
C 1.289 1.230 -0.340
C 2.231 0.600 -1.185
C 1.887 0.309 -2.496
C 3.679 0.390 -0.766
C 4.492 1.641 -1.128
C 4.346 -0.826 -1.417
C 1.648 1.426 1.107
C 2.331 2.605 1.404
C 2.805 2.899 2.670
C 2.616 1.988 3.692
C 1.929 0.816 3.428
C 1.414 0.511 2.164
P 0.459 -1.063 2.020
C -0.821 -1.169 3.406
C -0.344 -0.918 4.841
C -1.928 -0.153 3.119
C -1.442 -2.571 3.322
C 1.711 -2.468 2.195
C 2.212 -2.742 3.612
C 2.898 -2.065 1.322
C 1.138 -3.765 1.603
H -0.046 -1.423 -5.678
H -0.176 -1.747 -3.946
H 1.411 -1.522 -4.692
H -0.772 0.612 -4.576
H 2.172 0.865 -5.350
H 1.001 2.188 -5.290
H 0.802 0.887 -6.467
H -1.114 1.791 -2.664
H -1.730 2.747 -0.904
H 0.584 4.344 0.258
H -1.021 4.926 -0.170
H 0.083 4.383 -1.439
H -0.489 2.633 1.871
H -1.689 1.496 1.209
H -2.094 3.195 1.408
H 2.603 -0.206 -3.125
H 3.721 0.276 0.316
H 4.437 1.824 -2.203
H 5.541 1.501 -0.858
H 4.127 2.530 -0.617
H 4.633 -0.609 -2.447
H 3.701 -1.705 -1.434
H 5.259 -1.082 -0.877
H 2.500 3.309 0.600
H 3.330 3.829 2.849
H 2.994 2.182 4.687
H 1.794 0.114 4.235
H -0.119 0.134 5.007
H 0.517 -1.516 5.132
H -1.167 -1.181 5.512
H -1.556 0.868 3.190
H -2.706 -0.274 3.878
H -2.386 -0.303 2.142
H -0.783 -3.341 3.718
H -1.725 -2.835 2.301
H -2.352 -2.575 3.925
H 2.646 -1.856 4.077
H 3.001 -3.496 3.554
H 1.432 -3.139 4.260
H 3.457 -1.239 1.760
H 2.563 -1.777 0.325
H 3.575 -2.917 1.218
H 0.317 -4.179 2.181
H 1.936 -4.512 1.583
H 0.799 -3.619 0.576
N -2.771 -0.360 -0.576
C -3.253 -0.278 -1.641
C -3.820 -0.177 -2.893
C -3.460 0.921 -3.710
N -3.144 1.831 -4.346
C -4.697 -1.188 -3.360
N -5.404 -2.016 -3.738

Lowest unoccupied orbital energy (spin up / spin down) (eV): 0.060 / -1.712
ΔE to the lowest compared entry with this formula, charge and spin (kcal/mol): 5.7
HOMO level (spin up / spin down) (eV): -7.3 / -7.7
Orbital gap (spin up / spin down) (eV): 7.310 / 5.995
Multiplicity: 2

Charge distribution, Löwdin scheme, values in e: 0.820 -0.062 -0.381 -0.055 -0.209 -0.014 -0.166 -0.356 -0.044 -0.064 -0.140 -0.161 0.000 -0.373 -0.042 -0.079 -0.183 -0.046 -0.048 -0.061 -0.095 -0.271 1.071 -0.673 -0.089 -0.107 -0.099 -0.682 -0.080 -0.109 -0.113 0.082 0.066 0.075 0.106 0.076 0.083 0.081 0.099 0.127 0.061 0.084 0.087 0.073 0.030 0.093 0.115 0.103 0.089 0.085 0.062 0.078 0.073 0.086 0.110 0.112 0.109 0.072 0.077 0.059 0.094 0.067 0.096 0.053 0.067 0.076 0.093 0.074 0.094 0.068 0.083 0.049 0.101 0.061 0.090 0.031 0.033 -0.254 -0.283 -0.253 0.137 -0.246 0.123


C33H45I2N6O2PV | ωB97M-V with the def2-TZVPD basis set

CARTESIAN COORDINATES (ANGSTROEM)
V 0.245 -0.784 -2.084
C -2.862 -1.418 -3.477
O -1.936 -1.416 -2.388
C -2.312 -2.032 -1.206
C -3.611 -2.323 -0.831
C -3.853 -2.860 0.428
C -2.807 -3.109 1.304
C -1.503 -2.869 0.906
C -1.246 -2.356 -0.360
N 0.054 -2.140 -0.858
N 1.001 -2.801 -0.268
C 2.284 -2.725 -0.648
C 2.787 -1.837 -1.648
O 1.997 -0.974 -2.243
C 4.153 -1.903 -1.999
C 5.008 -2.759 -1.377
C 4.572 -3.617 -0.329
C 5.468 -4.462 0.355
C 5.030 -5.265 1.375
C 3.675 -5.264 1.733
C 2.780 -4.460 1.071
C 3.210 -3.607 0.039
H -2.926 -2.414 -3.915
H -3.849 -1.095 -3.155
H -2.491 -0.708 -4.209
H -4.448 -2.144 -1.491
H -4.873 -3.069 0.720
H -3.007 -3.510 2.288
H -0.662 -3.089 1.547
H 4.504 -1.236 -2.777
H 6.049 -2.785 -1.674
H 6.512 -4.468 0.066
H 5.726 -5.902 1.905
H 3.333 -5.905 2.536
H 1.732 -4.465 1.331
I 0.608 -2.192 -4.792
C 1.346 -0.226 -5.221
I 0.053 1.301 -4.446
H 1.429 -0.102 -6.293
H 2.296 -0.117 -4.715
N -0.053 0.592 -1.149
P -0.471 1.348 0.176
N 0.201 2.860 0.130
C -0.204 3.876 1.113
C -0.378 5.219 0.415
C 0.979 5.705 -0.113
C 1.845 4.516 -0.575
C 0.977 3.345 -1.019
N 0.062 0.509 1.508
C 1.503 0.164 1.405
C 1.883 -0.775 2.538
C 1.780 -0.051 3.892
C 0.771 1.102 3.812
C -0.392 0.743 2.892
N -2.103 1.599 0.356
C -2.683 2.332 -0.796
C -3.943 1.635 -1.285
C -5.019 1.701 -0.197
C -4.393 1.479 1.195
C -3.050 0.762 1.102
H 0.556 3.973 1.898
H -1.132 3.556 1.588
H -0.810 5.948 1.100
H -1.082 5.087 -0.411
H 1.506 6.241 0.677
H 0.821 6.407 -0.933
H 2.479 4.176 0.247
H 2.507 4.813 -1.388
H 1.587 2.525 -1.395
H 0.319 3.668 -1.838
H 2.127 1.068 1.441
H 1.674 -0.309 0.443
H 2.892 -1.154 2.374
H 1.210 -1.636 2.506
H 2.754 0.344 4.184
H 1.475 -0.758 4.664
H 1.252 2.009 3.436
H 0.380 1.333 4.803
H -1.123 1.550 2.911
H -0.877 -0.166 3.263
H -1.945 2.380 -1.601
H -2.929 3.358 -0.497
H -3.693 0.595 -1.503
H -4.289 2.098 -2.210
H -5.795 0.960 -0.394
H -5.496 2.682 -0.229
H -5.057 0.888 1.826
H -4.236 2.437 1.695
H -3.181 -0.218 0.636
H -2.669 0.589 2.105

Lowest unoccupied orbital energy (spin up / spin down) (eV): -3.235 / -3.448
ΔE to the lowest compared entry with this formula, charge and spin (kcal/mol): 8.5
Net charge: +1
HOMO level (spin up / spin down) (eV): -9.3 / -10.3
Orbital gap (spin up / spin down) (eV): 6.072 / 6.889
Multiplicity: 3

Charge distribution, Löwdin scheme, values in e: 0.539 -0.063 -0.228 -0.222 -0.023 -0.069 -0.066 0.001 -0.175 -0.092 0.123 -0.150 -0.294 -0.274 0.006 0.004 -0.167 -0.026 -0.072 -0.063 -0.026 -0.096 0.108 0.085 0.057 0.116 0.114 0.112 0.105 0.121 0.123 0.117 0.108 0.108 0.101 0.973 -1.030 0.912 -0.028 -0.034 -0.286 0.641 -0.192 -0.198 -0.177 -0.183 -0.171 -0.222 -0.168 -0.202 -0.169 -0.178 -0.176 -0.205 -0.183 -0.191 -0.171 -0.175 -0.155 -0.189 0.118 0.103 0.116 0.104 0.110 0.109 0.113 0.113 0.095 0.102 0.125 0.074 0.116 0.101 0.111 0.110 0.105 0.117 0.098 0.120 0.091 0.121 0.088 0.120 0.108 0.111 0.115 0.115 0.094 0.091


C33H45N5PbS | ωB97M-V with the def2-TZVPD basis set

CARTESIAN COORDINATES (ANGSTROEM)
Pb -0.575 -0.850 0.000
N -1.580 -4.224 1.730
N 1.941 -1.898 -1.134
C 0.257 2.687 -0.099
C 1.588 2.202 0.035
C 1.703 1.560 1.298
C 2.859 0.774 1.774
H 3.763 1.056 1.222
H 2.708 -0.311 1.635
H 3.032 0.953 2.844
C 0.451 1.678 1.964
C 0.091 1.123 3.286
H -0.213 1.927 3.975
H 0.941 0.589 3.729
H -0.760 0.427 3.215
C -0.441 2.374 1.100
C -1.873 2.614 1.379
H -2.456 1.674 1.349
H -2.300 3.303 0.640
H -2.000 3.043 2.385
C 2.661 2.246 -0.979
H 3.588 2.655 -0.549
H 2.367 2.865 -1.835
H 2.899 1.234 -1.342
C -0.331 3.336 -1.293
H -1.404 3.112 -1.370
H 0.154 2.982 -2.213
H -0.220 4.432 -1.252
C -2.653 -4.926 1.422
H -3.411 -5.049 2.206
C -2.833 -5.532 0.162
H -3.708 -6.161 0.015
C -1.856 -5.318 -0.820
H -1.938 -5.800 -1.793
C -0.786 -4.481 -0.542
H -0.011 -4.224 -1.263
C -0.706 -3.844 0.744
C 0.065 -2.685 0.968
H 0.786 -2.652 1.796
C 0.906 -1.373 -1.739
C 2.995 -1.954 -2.038
H 3.927 -2.411 -1.757
C 2.604 -1.384 -3.214
H 3.120 -1.240 -4.145
N 1.269 -1.000 -3.043
C 0.485 -0.185 -3.898
C 1.047 0.954 -4.507
C 0.191 1.824 -5.203
H 0.619 2.722 -5.655
C -1.177 1.569 -5.326
C -2.089 2.494 -6.080
H -2.967 2.753 -5.472
H -2.463 2.026 -7.002
H -1.569 3.417 -6.353
C -1.703 0.422 -4.732
H -2.770 0.203 -4.819
C -0.892 -0.459 -4.014
C -1.515 -1.697 -3.454
H -1.456 -2.540 -4.162
H -2.579 -1.502 -3.263
H -1.055 -2.032 -2.511
C 2.497 1.297 -4.411
H 3.105 0.722 -5.124
H 2.911 1.155 -3.408
H 2.621 2.359 -4.659
C -4.204 0.714 5.164
N -4.340 0.177 3.803
C -5.000 1.065 2.858
C -3.449 -0.749 3.356
S -3.193 -1.033 1.708
N -2.883 -1.516 4.371
C -3.868 -2.278 5.145
C -1.695 -2.308 4.086
H -5.195 0.774 5.630
H -3.772 1.724 5.138
H -3.559 0.062 5.758
H -5.206 0.510 1.938
H -5.939 1.412 3.304
H -4.377 1.942 2.625
H -4.144 -3.212 4.627
H -3.416 -2.523 6.112
H -4.760 -1.668 5.294
H -1.891 -3.150 3.406
H -0.920 -1.689 3.624
H -1.325 -2.703 5.042

Lowest unoccupied orbital energy (spin up / spin down) (eV): 4.372 / 4.372
Net charge: -2
HOMO level (spin up / spin down) (eV): 1.0 / 1.0
Orbital gap (spin up / spin down) (eV): 3.393 / 3.390
Multiplicity: 1

Charge distribution, Löwdin scheme, values in e: 1.174 0.029 -0.003 -0.289 -0.274 -0.285 -0.085 0.057 0.072 0.056 -0.309 -0.078 0.063 0.066 0.040 -0.329 -0.101 0.016 0.061 0.062 -0.086 0.064 0.058 0.059 -0.086 0.061 0.052 0.061 -0.223 0.080 -0.161 0.053 -0.148 0.077 -0.088 0.084 -0.484 -0.392 -0.017 -0.433 -0.166 0.072 -0.124 0.083 -0.039 -0.112 -0.191 -0.024 0.106 -0.290 -0.077 0.076 0.072 0.066 -0.018 0.116 -0.191 -0.065 0.090 0.080 0.012 -0.067 0.074 0.052 0.075 -0.067 -0.217 -0.107 -0.744 0.618 -0.247 -0.082 -0.101 0.079 0.088 0.075 0.042 0.075 0.078 0.091 0.082 0.068 0.043 0.059 0.081


no.,F_max (Eh/bohr)
1,0.0070
2,0.0635
3,0.0316